[1]
18
Properties=species:S:1:pos:R:3 method="wB97M-V/def2-TZVPD" total_charge=0 largest_force_ha_per_bohr=0.060 spin_multiplicity=1 smiles=FC[C@](F)(Br)c1ccccc1 e_tot_ev=-83885.920
C -0.43087 -1.46478 -1.73236
C -1.48941 -0.88039 -0.98614
C 0.84452 -0.98819 -1.63255
C -1.23221 0.12244 -0.06087
C 1.12055 0.00671 -0.72745
C 0.10815 0.61556 0.00325
C 0.92517 1.32055 2.31389
C 0.55336 1.86119 0.92442
F 1.90623 0.35073 2.09229
F 1.68975 2.49375 0.36359
Br -0.81661 3.28441 1.11965
H -0.62750 -2.12614 -2.65659
H -2.62981 -1.06388 -1.10656
H 1.57985 -1.19811 -2.40314
H -1.97770 0.68224 0.47882
H 2.17196 0.21644 -0.50648
H 1.42687 2.04696 2.95779
H -0.09570 0.89685 2.68013


[2]
26
Properties=species:S:1:pos:R:3 method="wB97M-V/def2-TZVPD" total_charge=-1 largest_force_ha_per_bohr=0.222 spin_multiplicity=1 e_tot_ev=-102195.890
C 3.69526 1.02576 0.20650
C 3.07346 -0.44783 0.58345
O 2.83207 -1.33110 -0.56967
C 1.58627 -0.99940 -1.27843
C 0.23774 -1.48805 -0.42895
O -0.82558 -0.50816 -0.70007
C -1.40167 0.05163 0.53276
P -2.78210 1.29133 -0.06063
Br -4.31880 2.77049 -0.95431
N -3.77673 -0.05465 -0.76175
C -4.44971 -0.71113 0.27390
S -4.70491 -1.86436 1.54397
H 3.37020 1.37468 -0.86806
H 3.27814 1.80625 0.99497
H 4.86134 0.99844 0.36394
H 3.84709 -1.01693 1.28109
H 2.11616 -0.24515 1.24926
H 1.55970 -1.50521 -2.35644
H 1.45746 0.16059 -1.47137
H 0.45187 -1.69122 0.70326
H -0.11829 -2.51701 -0.91562
H -0.62945 0.68754 1.17928
H -1.84254 -0.76708 1.27416
H -2.10131 1.33246 -1.36231
H -1.94635 2.41203 0.33696
H -3.46930 1.23607 1.20413


[3]
32
Properties=species:S:1:pos:R:3 method="wB97M-V/def2-TZVPD" total_charge=0 largest_force_ha_per_bohr=0.033 spin_multiplicity=1 smiles="C[C@H](O)C[C@H]1CCS(=O)(=O)O[C@@H]1C.O" e_tot_ev=-29659.994
C -1.56524 -2.13211 0.80795
C -2.46090 -1.22363 -0.02847
O -3.33752 -2.04792 -0.80352
C -1.76378 -0.31738 -1.04526
C -0.39336 0.26263 -0.69936
C -0.39131 0.98121 0.65333
C 0.96121 0.99300 1.40764
S 2.43904 0.68292 0.45381
O 3.20684 1.87854 0.30262
O 3.13235 -0.36420 1.11801
O 1.96875 0.22625 -0.98208
C 0.80149 -0.66750 -0.86289
C 0.78438 -1.53952 -2.09730
H -1.04093 -1.62968 1.60803
H -0.85086 -2.62489 0.16155
H -2.17931 -2.92290 1.21810
H -3.06929 -0.62688 0.64938
H -4.04791 -2.36072 -0.21949
H -1.77430 -0.85185 -1.98405
H -2.41061 0.54153 -1.19144
H -0.21398 1.05209 -1.42093
H -0.68564 2.00609 0.48084
H -1.13069 0.56652 1.32173
H 0.93808 0.31825 2.24693
H 1.12338 1.98315 1.80657
H 0.93441 -1.27380 0.02432
H 0.14002 -1.15313 -2.86956
H 0.51497 -2.55241 -1.83170
H 1.79137 -1.57180 -2.49206
O 2.84508 4.76701 1.81309
H 2.80132 4.04065 1.17832
H 2.93295 5.56045 1.27589


no.,E_LUMO (eV)
1,0.5
2,3.0
3,0.5